Here is a cluster of 9 separate species, C50H114F3N8O6S in total in a non-equilibrium geometry from the Open Molecules 2025 dataset. Energies are from ωB97M-V/def2-TZVPD.

**E_HOMO**: -22.224 eV
**M**: 1012.57 Da
**Relative energy (zero: lowest compared OMol25 entry of this formula, charge and spin)**: 0.0 kcal/mol
**LUMO level**: -13.1 eV
**Frontier orbital gap**: 9.09 eV

ORCA input file:
```
! RIJCOSX wB97M-V def2-TZVPD def2/J DEFGRID3
* xyz 7 1
C 0.25316 1.80828 -3.69388
C 0.20182 0.59481 -4.60171
O -0.31644 0.67703 -5.66071
N 0.77282 -0.76604 -4.09628
H 1.75925 -0.50557 -4.09434
H 0.51431 -0.96799 -3.11608
C 0.33103 -1.84821 -5.06908
H -0.77859 2.14097 -3.81061
H 0.94623 2.58722 -4.00736
H 0.44360 1.56978 -2.64840
H -0.73656 -1.89603 -4.86847
H 0.74656 -2.79988 -4.74794
H 0.65387 -1.58363 -6.07062
C 4.43612 -2.77958 -0.10705
C 5.34393 -3.53490 -1.01432
O 5.04743 -4.56932 -1.51846
N 6.68093 -2.87984 -1.51760
H 6.53455 -1.87578 -1.60274
H 7.38487 -3.01885 -0.79141
C 7.06466 -3.57169 -2.83081
H 3.46102 -3.22685 0.06022
H 4.30649 -1.81280 -0.60041
H 4.93296 -2.70735 0.86372
H 8.01280 -3.10764 -3.09787
H 6.27238 -3.71151 -3.55372
H 7.39046 -4.50559 -2.37214
C -1.61997 -3.15565 4.30335
C -1.22332 -3.44005 5.77228
O -0.46988 -2.73040 6.35264
N -1.98727 -4.53896 6.50508
H -2.65075 -4.91223 5.82360
H -1.32955 -5.30907 6.65222
C -2.68941 -3.99704 7.70929
H -1.19945 -2.27506 3.82707
H -2.68918 -2.99946 4.13861
H -1.34110 -4.02831 3.70727
H -1.93474 -3.60296 8.38890
H -3.18641 -4.86809 8.13103
H -3.32868 -3.13048 7.55299
C -4.97158 -5.26840 -0.50448
C -4.56955 -3.87299 -0.99844
C -5.72722 -2.88757 -0.67363
N -5.33265 -1.46054 -0.96124
C -5.10113 -1.13036 -2.39819
C -6.42325 -0.48390 -0.41706
C -5.72330 0.84770 -0.16869
C -4.27813 0.44574 0.25173
C -4.11831 -1.01588 -0.06837
H -6.02076 -5.54713 -0.58695
H -4.72365 -5.39586 0.55003
H -4.35342 -5.94503 -1.09531
H -4.42140 -3.86256 -2.07903
H -3.63636 -3.60489 -0.50261
H -5.92761 -2.94560 0.39730
H -6.68351 -3.08543 -1.15653
H -5.91639 -1.43586 -3.05344
H -4.13528 -1.47341 -2.76087
H -5.13356 -0.04385 -2.48768
H -7.12095 -0.50430 -1.25469
H -6.91000 -1.00627 0.40407
H -6.00576 1.55459 -0.94539
H -6.13122 1.27908 0.74715
H -3.62338 1.12584 -0.29447
H -4.04874 0.63966 1.29864
H -3.27496 -1.19015 -0.73778
H -4.02551 -1.71437 0.75938
C -0.61206 -9.28882 -5.76187
C 0.03361 -8.14054 -5.00782
C -0.82436 -7.27979 -4.01714
N -0.09895 -6.23046 -3.16512
C 0.37887 -5.06994 -3.99296
C 1.01819 -6.79011 -2.31685
C 1.01930 -6.21837 -0.94010
C -0.30260 -5.41425 -0.80085
C -1.09815 -5.71781 -2.12941
H -1.58124 -8.92830 -6.12879
H -0.88176 -10.19603 -5.22542
H -0.10398 -9.50880 -6.69841
H 0.49393 -7.44859 -5.71593
H 0.85187 -8.65076 -4.48949
H -1.26244 -7.99889 -3.32793
H -1.50806 -6.74297 -4.67282
H 0.69417 -4.33049 -3.25884
H -0.48394 -4.79772 -4.59812
H 1.17589 -5.43835 -4.63606
H 1.93357 -6.59013 -2.87263
H 0.87903 -7.86958 -2.36779
H 1.85659 -5.55376 -0.72740
H 1.06487 -6.93815 -0.12340
H -0.08518 -4.35463 -0.64510
H -1.05455 -5.59968 -0.03282
H -1.78762 -4.93830 -2.45363
H -1.78313 -6.55270 -1.98221
C -0.95873 1.70404 4.23154
C -0.22741 2.08875 5.53784
C 0.14365 0.78037 6.32161
N 0.95686 0.91497 7.59386
C 0.30836 1.66490 8.75906
C 2.31422 1.55184 7.22651
C 3.23903 0.91403 8.25381
C 2.63848 -0.34666 8.85637
C 1.34109 -0.50799 8.10767
H -1.79255 1.05177 4.48586
H -0.18865 1.26838 3.59766
H -1.32103 2.63806 3.80498
H -0.80926 2.77560 6.15289
H 0.69344 2.63395 5.31529
H 0.68124 0.11604 5.64936
H -0.83999 0.43737 6.64383
H 0.34146 2.73790 8.56369
H 0.89126 1.54640 9.66933
H -0.74971 1.41742 8.79779
H 2.19944 2.63322 7.24502
H 2.52565 1.26551 6.19618
H 3.58072 1.61597 9.01577
H 4.18135 0.60204 7.80268
H 2.55826 -0.52162 9.92758
H 3.32284 -1.13386 8.53817
H 0.58756 -0.93756 8.76274
H 1.58516 -1.03572 7.18775
C -1.98719 4.22727 -1.30248
C -1.27185 5.53943 -0.98030
C -1.82604 6.65130 -1.85810
N -1.54135 8.11881 -1.36293
C -0.06937 8.13349 -0.99140
C -2.38505 8.55237 -0.18442
C -3.65430 9.12755 -0.85372
C -3.17216 9.91321 -2.01854
C -2.00653 9.05552 -2.53959
H -1.87205 3.42671 -0.56386
H -1.56969 3.76629 -2.19692
H -3.06995 4.33301 -1.22004
H -0.19962 5.50103 -1.17508
H -1.42834 5.74719 0.08066
H -2.91217 6.57046 -1.88233
H -1.41971 6.56364 -2.86393
H 0.57194 7.78386 -1.79585
H -0.08013 7.47699 -0.12542
H 0.14856 9.15803 -0.69739
H -1.96530 9.42531 0.31744
H -2.60733 7.78547 0.55437
H -4.42634 9.61109 -0.25882
H -4.16761 8.30852 -1.37156
H -2.87971 10.94866 -1.83645
H -3.90027 10.01869 -2.82337
H -1.28941 9.78725 -2.90724
H -2.41042 8.42168 -3.32438
C 5.89121 3.19100 -5.01996
C 4.83069 3.72887 -3.99799
C 5.05893 3.38632 -2.53586
N 4.14691 4.17573 -1.61064
C 4.54926 5.63633 -1.55678
C 4.30453 3.60598 -0.16334
C 3.00404 2.85236 0.22993
C 1.96121 3.65632 -0.64069
C 2.67689 3.87318 -1.91713
H 5.97375 2.14398 -4.71477
H 6.82213 3.75035 -4.99527
H 5.56269 3.12026 -6.05519
H 3.78229 3.54674 -4.24402
H 4.85579 4.81303 -4.14276
H 6.04570 3.61210 -2.13399
H 4.74566 2.35764 -2.34677
H 3.92006 6.24372 -0.90367
H 4.24787 6.11076 -2.49103
H 5.59653 5.73672 -1.28751
H 4.36427 4.35706 0.62353
H 5.26792 3.10041 -0.16681
H 2.81165 2.88638 1.29876
H 2.91859 1.83351 -0.15210
H 1.77496 4.57921 -0.08561
H 1.01779 3.11088 -0.66094
H 2.15636 4.58012 -2.56394
H 2.66007 2.95231 -2.50096
C -0.03712 -1.99784 1.02898
F 0.80509 -3.02238 1.02518
F -1.25375 -2.51863 1.31318
F 0.31386 -1.05826 1.88058
S -0.02072 -1.21786 -0.71315
O -0.82181 -2.06540 -1.60786
O -0.72946 0.06918 -0.65189
O 1.38057 -1.10966 -1.07346
*
```

Löwdin atomic charge list, values in e, 5 entries:
1. C 0.035
2. C -0.354
3. O 0.211
4. N 0.102
5. H 0.178

=====

Here is a cluster of 3 separate species, C37H42F16N3O3S2 in total in a non-equilibrium geometry from the Open Molecules 2025 dataset. Energies are from ωB97M-V/def2-TZVPD.

**E_HOMO**: -10.608 eV
**M**: 944.86 Da
**LUMO level**: -4.4 eV
**Frontier orbital gap**: 6.17 eV

ORCA input file:
```
! RIJCOSX wB97M-V def2-TZVPD def2/J DEFGRID3
* xyz 1 1
C 0.27483 5.99433 -1.88236
C -0.75376 5.73930 -0.75963
C -0.57605 4.36871 -0.10971
C -1.84157 3.79894 0.54722
C -2.11082 4.32467 1.93081
N -1.40444 5.37000 2.28699
N -1.64054 5.86371 3.48428
O -0.94738 6.96686 3.82258
C 0.38341 6.64071 4.37013
C 0.37012 6.84803 5.87298
C 0.23081 8.34991 6.20947
C -2.50871 5.35110 4.32105
C -3.27441 4.25148 3.99312
C -3.09293 3.69513 2.75049
C -3.92797 2.53075 2.32472
C -3.17336 1.22869 1.99856
C -1.90590 1.01226 2.81676
S -0.91165 -0.18235 1.86208
C 0.22759 -0.78825 3.10914
S 1.59183 0.03098 3.39123
N -0.17071 -2.00814 3.71390
C 0.10365 -3.06298 2.74808
C -0.96102 -3.81625 2.27347
C -0.76710 -4.80126 1.30880
C 0.50257 -5.04659 0.80001
C 1.57415 -4.29989 1.28645
C 1.37680 -3.31503 2.24755
C 0.34542 -2.21379 5.04293
C 0.06027 -1.24968 6.01112
C 0.52885 -1.36134 7.30629
C 1.29622 -2.46541 7.66685
C 1.55357 -3.45390 6.73072
C 1.07863 -3.32523 5.42756
H 0.93659 5.14380 -2.01425
H 0.92197 6.82404 -1.61655
H -0.21647 6.24095 -2.81581
H -1.76564 5.89185 -1.12375
H -0.56008 6.49242 -0.00018
H -0.33950 3.66710 -0.90982
H 0.26400 4.32886 0.57825
H -1.71175 2.72391 0.58630
H -2.69920 4.01239 -0.08879
H 1.07526 7.32199 3.89174
H 0.61716 5.62089 4.07463
H -0.52814 6.35563 6.23736
H 1.25636 6.40228 6.30761
H -0.63202 8.52553 6.84233
H 1.09839 8.67515 6.77475
H 0.13857 8.96930 5.32373
H -2.62526 5.84307 5.27166
H -3.99647 3.85361 4.68425
H -4.62919 2.34215 3.13208
H -4.52568 2.81698 1.46028
H -2.92449 1.17174 0.94361
H -3.83904 0.39205 2.18191
H -2.12358 0.57750 3.78827
H -1.28971 1.90212 2.91881
H -1.96580 -3.63992 2.62514
H -1.59724 -5.36808 0.91986
H 0.68047 -5.79115 0.04008
H 2.58220 -4.46028 0.93476
H 2.20925 -2.73071 2.61057
H -0.52416 -0.39588 5.69646
H 0.30430 -0.58074 8.01480
H 1.68386 -2.55089 8.66902
H 2.12383 -4.32630 7.00013
H 1.29888 -4.12213 4.73510
C 1.56550 -1.45382 -1.57989
C 0.35425 -1.82208 -2.45065
C 0.33411 -3.21103 -3.08863
F 1.36719 -3.37571 -3.94044
F -0.80981 -3.35508 -3.79765
F 0.16955 -0.87480 -3.39550
F -0.73265 -1.78104 -1.62628
O 2.58349 -0.66222 -2.16818
C 3.61856 -1.23102 -2.87218
C 3.62331 -0.78428 -4.33720
F 2.46966 -1.13033 -4.94485
F 4.64015 -1.39448 -4.97983
F 3.62563 -2.57103 -2.75821
F 4.76576 -0.78075 -2.32186
H 1.16224 -0.81300 -0.79603
H 1.97530 -2.32305 -1.06428
H 0.36758 -3.99248 -2.32410
H 3.74838 0.29842 -4.40232
C 0.63334 -4.47740 -7.07933
C 1.86315 -4.91155 -7.89336
C 2.06200 -4.28398 -9.27444
F 1.04611 -4.58639 -10.10608
F 3.20140 -4.77376 -9.81629
F 1.89203 -6.25793 -7.98776
F 2.95110 -4.53799 -7.16013
O -0.49820 -5.33261 -7.09112
C -1.46102 -5.24033 -8.06382
C -1.56076 -6.52756 -8.88647
F -0.38914 -6.79806 -9.49115
F -2.50509 -6.36766 -9.84039
F -1.28665 -4.16001 -8.84588
F -2.64790 -5.08523 -7.43455
H 0.96230 -4.50162 -6.04344
H 0.36014 -3.44062 -7.27691
H 2.15341 -3.19699 -9.19515
H -1.83246 -7.36721 -8.24356
*
```

Löwdin atomic charge list, values in e, 5 entries:
1. C -0.089
2. C -0.251
3. C -0.204
4. C -0.106
5. C -0.150

=====

Here is a structure of composition C5H8O2S in a non-equilibrium geometry from the Open Molecules 2025 dataset. Energies are from ωB97M-V/def2-TZVPD.

**E_HOMO**: -8.626 eV
**M**: 132.18 Da
**Relative energy (zero: lowest compared OMol25 entry of this formula, charge and spin)**: 74.1 kcal/mol
**LUMO level**: 0.7 eV
**Frontier orbital gap**: 9.36 eV

ORCA input file:
```
! RIJCOSX wB97M-V def2-TZVPD def2/J DEFGRID3
* xyz 0 1
C 0.04426 -1.31150 -0.39022
C -0.57196 -0.05307 -1.20210
C 0.17875 1.34099 -0.86042
C 0.23812 0.37476 1.43529
C -0.59032 -0.76814 0.89324
H 1.66181 -0.25510 0.06235
H -0.42047 -2.24970 -0.84564
H -1.03831 -0.19244 -2.30975
H -0.51902 2.16077 -0.58861
H 0.75324 1.64745 -1.65370
H -0.29869 1.08109 2.09497
H 1.23081 0.03587 1.82038
H -1.08521 -1.59268 1.58540
O 1.47386 -1.25399 -0.37495
O 0.87683 1.07806 0.29199
S -1.93371 -0.04237 0.04178
*
```

Löwdin atomic charge list, values in e, 5 entries:
1. C -0.373
2. C -0.373
3. C -0.219
4. C -0.154
5. C -0.564